<one>
# C4H12N2O

One molecule with the formula C4H12N2O (the ωB97M-V functional and the def2-TZVPD basis, the OMol25 dataset).

Structure (ORCA input):
```
! wB97M-V def2-TZVPD RIJCOSX def2/J DEFGRID3
* xyz 0 1
N 0.24580 -2.08976 -0.05895
C -0.35762 -1.70476 1.23939
C -0.19169 -0.22408 1.68520
C -0.35148 0.86828 0.63968
N 0.61862 0.75712 -0.49669
C 0.32030 1.34325 -1.82876
O -0.99594 1.67731 -2.24293
H 0.99789 -1.47482 -0.32361
H 0.56268 -3.04966 0.00208
H 0.08291 -2.30647 2.01598
H -1.44828 -1.83669 1.13710
H 0.85294 -0.05281 1.94619
H -0.83198 0.11358 2.51150
H -1.35848 1.03249 0.23931
H -0.03434 1.83604 1.05657
H 1.54185 1.12483 -0.31385
H 0.81850 2.31933 -1.80079
H 0.79120 0.66982 -2.55087
H -1.26290 0.99700 -2.85655
*
```

As for the SMILES: NCCCNCO.



<two>
# C4H12N2O

C4H12N2O as an isolated structure (the ωB97M-V functional and the def2-TZVPD basis, the OMol25 dataset).

Structure (ORCA input):
```
! wB97M-V def2-TZVPD RIJCOSX def2/J DEFGRID3
* xyz 0 1
C 5.25387 -0.59148 -0.40607
C -0.34728 -0.12288 0.32726
C -1.85684 0.16395 -0.01038
C -4.15112 -0.37750 -0.01903
H 4.63016 1.18379 -0.21931
H 4.26241 0.40369 1.07118
H 5.37766 -1.45496 0.26453
H 4.35198 -0.97246 -0.79493
H 5.83207 -0.64729 -1.28310
H -0.32101 -1.07315 1.18508
H 0.07251 1.06931 0.80841
H 0.48084 -0.39976 -0.66499
H -2.44430 -1.81924 0.13438
H -4.09999 0.57475 -0.72833
H -4.57573 -1.13048 -0.65594
H -4.88844 0.01158 0.92412
N 5.09340 0.60370 0.39038
N -2.81658 -0.77764 0.08542
O -2.25096 1.37990 -0.34030
*
```



<three>
# C4H12N2O

A 2-piece molecular cluster, C4H12N2O overall (the ωB97M-V functional and the def2-TZVPD basis, the OMol25 dataset).

Structure (ORCA input):
```
! wB97M-V def2-TZVPD RIJCOSX def2/J DEFGRID3
* xyz 0 1
H 1.76886 0.88250 -1.27887
N 1.64446 1.49237 -0.47086
C 2.06845 1.01374 0.59882
C 2.78491 -0.27911 0.82027
H 1.95185 1.64835 1.48603
H 2.55624 -0.70249 1.79073
H 2.50821 -1.00252 0.03828
H 3.86332 -0.09906 0.77470
C -2.50825 -1.24149 -0.61459
N -1.66706 -0.34089 0.14825
C -1.58507 0.97903 -0.44668
O -0.34456 -0.90481 0.18151
H -2.15471 -1.37402 -1.64564
H -3.51763 -0.83639 -0.63189
H -2.51876 -2.21061 -0.11804
H -2.59426 1.38336 -0.49136
H -1.15288 0.96796 -1.45039
H -0.96777 1.61199 0.19012
H -0.13535 -0.98792 1.11963
*
```

As for the SMILES: [H]/N=C\C.CN(C)O.



Which one sits at the top of the stability order? <one> does.



<one>
# C4H12N2O

One molecule with the formula C4H12N2O (the ωB97M-V functional and the def2-TZVPD basis, the OMol25 dataset).

Structure (ORCA input):
```
! wB97M-V def2-TZVPD RIJCOSX def2/J DEFGRID3
* xyz 0 1
N 2.72327 0.59949 -1.13617
C 2.39715 0.33833 0.21473
C 0.80855 0.54173 0.47284
N -0.11746 -0.14952 -0.44420
C -1.19531 -1.03478 -0.00894
C -2.54223 -0.53453 0.45356
O -2.97725 0.52639 -0.35734
H 3.15101 1.52389 -1.31811
H 3.12485 -0.25957 -1.58904
H 2.80699 0.99221 0.96284
H 2.51776 -0.74148 0.54173
H 0.47296 0.41000 1.49973
H 0.69936 1.62529 0.19683
H -0.39107 0.21074 -1.40778
H -1.44892 -1.57015 -0.94661
H -0.82171 -1.72618 0.79165
H -2.16797 -0.20820 1.41823
H -3.20558 -1.35864 0.62474
H -3.83440 0.81497 0.03130
*
```

As for the SMILES: NCCNCCO.



<two>
# C4H12N2O

One molecule with the formula C4H12N2O (the ωB97M-V functional and the def2-TZVPD basis, the OMol25 dataset).

Structure (ORCA input):
```
! wB97M-V def2-TZVPD RIJCOSX def2/J DEFGRID3
* xyz 0 1
C 2.28657 -1.41873 0.30402
C 1.69618 -0.03661 0.54357
N 0.43197 -0.20216 1.28422
C -0.51992 0.77933 1.09056
O -1.75661 0.44575 0.13364
C -1.50332 0.78856 -1.17495
N -0.89206 -0.33004 -1.96292
H 2.31370 -1.94524 1.25925
H 1.63007 -1.94617 -0.39088
H 3.26377 -1.51628 -0.17139
H 2.37674 0.63593 1.07397
H 1.42452 0.43024 -0.40159
H 0.62295 -0.44007 2.24507
H -1.13798 1.01243 1.94753
H -0.15713 1.60269 0.47880
H -0.84824 1.67260 -1.28434
H -2.42405 1.03306 -1.71448
H 0.07818 -0.07942 -2.14732
H -0.75572 -1.05314 -1.25571
*
```

As for the SMILES: CCNCOCN.



<three>
# C4H12N2O

One molecule with the formula C4H12N2O (the ωB97M-V functional and the def2-TZVPD basis, the OMol25 dataset).

Structure (ORCA input):
```
! wB97M-V def2-TZVPD RIJCOSX def2/J DEFGRID3
* xyz 0 1
N -0.55804 -1.77228 -1.58630
C -0.73662 -1.80497 -0.10108
C -0.91260 -0.44854 0.47556
C 0.09954 0.53891 0.02203
N 1.38655 0.04886 -0.27259
C 0.26015 1.62312 1.13274
O 1.15999 2.75089 0.63817
H -0.46613 -2.70273 -1.92153
H 0.27654 -1.21658 -1.95786
H 0.03554 -2.44638 0.32977
H -1.64913 -2.34866 -0.06982
H -0.85975 -0.71764 1.56431
H -1.87342 0.04415 -0.00710
H -0.38924 1.07388 -0.85005
H 2.00561 0.62876 0.30305
H 1.61884 0.05168 -1.26033
H 0.75004 1.21787 2.09270
H -0.67855 2.10929 1.29804
H 0.53068 3.37038 0.17031
*
```

As for the SMILES: NCC[C@H](N)CO.



Which one sits at the top of the stability order? <two> does.



<one>
# C4H12N2O

A 2-piece molecular cluster, C4H12N2O overall (the ωB97M-V functional and the def2-TZVPD basis, the OMol25 dataset).

Structure (ORCA input):
```
! wB97M-V def2-TZVPD RIJCOSX def2/J DEFGRID3
* xyz 0 1
C -1.94704 0.61738 1.66444
C -2.05274 -0.87936 1.56805
N -0.96791 -1.62892 2.15870
O -2.99489 -1.41673 1.04779
H -1.10653 0.92659 2.28238
H -2.87261 1.00702 2.08215
H -1.81610 1.02382 0.66209
H -1.38592 -2.44193 2.60363
H -0.38958 -2.00159 1.41017
C 0.63208 0.38655 -0.78806
C 2.03026 0.47135 -1.38750
N 1.97730 0.62454 -2.84691
H 0.11343 -0.49445 -1.17135
H 0.68134 0.32038 0.30066
H 0.05702 1.26820 -1.06804
H 2.56253 1.31126 -0.93753
H 2.59342 -0.42358 -1.11361
H 2.44329 1.46915 -3.14908
H 2.44265 -0.13969 -3.31798
*
```

As for the SMILES: CC(N)=O.CCN.



<two>
# C4H12N2O

A 2-piece molecular cluster, C4H12N2O overall (the ωB97M-V functional and the def2-TZVPD basis, the OMol25 dataset).

Structure (ORCA input):
```
! wB97M-V def2-TZVPD RIJCOSX def2/J DEFGRID3
* xyz 0 1
C -0.50277 -0.54621 -2.01652
C -1.02023 -0.89313 -0.83634
N -2.38648 -0.96698 -0.61476
C -0.10565 -1.30554 0.27273
C 0.27657 -0.10598 1.21468
N -0.05383 1.23795 0.63234
H -1.13102 -0.16967 -2.78564
H 0.50896 -0.82289 -2.24140
H -2.69543 -1.31800 0.26325
H -2.95869 -0.56212 -1.32243
H -0.60797 -2.01440 0.93955
H 0.78830 -1.74992 -0.15034
H -0.27803 -0.07163 2.14801
H 1.34647 -0.21619 1.37705
H -1.02203 1.39686 0.78838
H 0.40811 1.92831 1.19609
O 3.15359 1.95915 0.70667
H 3.23718 1.56492 1.57759
H 2.21619 1.83451 0.51796
*
```

As for the SMILES: C=C(N)CCN.O.



Which one sits at the top of the stability order? <one> does.



<one>
# C4H4N4O

One molecule with the formula C4H4N4O (the ωB97M-V functional and the def2-TZVPD basis, the OMol25 dataset).

Structure (ORCA input):
```
! wB97M-V def2-TZVPD RIJCOSX def2/J DEFGRID3
* xyz 0 1
N 2.51540 1.09766 1.52138
C 1.93556 0.45704 0.75177
C 1.21824 -0.43728 -0.16253
N 0.01849 0.25372 -0.71907
C -0.99267 0.51774 0.29726
C -1.54624 -0.68509 0.91865
N -1.82537 -1.68191 1.44064
N -0.28387 0.04612 -2.01305
O -1.39486 0.31409 -2.42425
H 1.76269 -0.82585 -1.00876
H 0.88302 -1.28346 0.44975
H -1.81259 1.09306 -0.14073
H -0.47779 1.13417 1.08893
*
```

As for the SMILES: N#CCN(CC#N)N=O.



<two>
# C4H4N4O

One molecule with the formula C4H4N4O (the ωB97M-V functional and the def2-TZVPD basis, the OMol25 dataset).

Structure (ORCA input):
```
! wB97M-V def2-TZVPD RIJCOSX def2/J DEFGRID3
* xyz 0 1
H -2.71345 0.50250 -1.40636
N -2.90056 0.43322 -0.41628
C -1.87585 0.30100 0.34960
N -0.47832 0.04546 -0.02662
C 0.01441 0.33616 -1.31528
N 1.26040 0.23032 -1.66614
C 2.14856 0.00161 -0.59879
N 1.72055 -0.35171 0.58202
C 0.42567 -0.32805 0.97316
O 0.08757 -0.74783 2.10133
H -1.86784 0.38722 1.53332
H -0.80869 0.55425 -1.97039
H 3.19820 0.17347 -0.73030
*
```

As for the SMILES: [H]/N=C\n1cncnc1=O.



Which one sits at the top of the stability order? <two> does.



<one>
# C3H14NO2

A 3-piece molecular cluster, C3H14NO2 overall (the ωB97M-V functional and the def2-TZVPD basis, the OMol25 dataset).

Structure (ORCA input):
```
! wB97M-V def2-TZVPD RIJCOSX def2/J DEFGRID3
* xyz 1 1
C -0.97921 0.03378 -0.43613
C -0.06070 1.03730 -1.08693
C -0.73915 1.59607 -2.35654
N -0.39337 -0.56485 0.80533
H -1.20997 -0.79839 -1.06754
H -1.90755 0.52276 -0.16254
H 0.14940 1.90114 -0.46004
H 0.88322 0.56309 -1.35114
H -1.62063 2.17494 -2.08395
H -1.08456 0.80543 -3.01269
H -0.02021 2.23411 -2.85869
H 0.05370 0.10256 1.44997
H 0.38487 -1.19720 0.60584
H -1.09297 -1.08503 1.33290
H 1.88294 -2.86837 0.75233
H 1.57114 -3.20712 -0.69843
O 1.15563 -2.87986 0.11102
H 1.68946 0.43993 3.89286
H 0.24597 0.74588 3.48712
O 1.09201 0.44382 3.13726
*
```



<two>
# C3H14NO2

A 3-piece molecular cluster, C3H14NO2 overall (the ωB97M-V functional and the def2-TZVPD basis, the OMol25 dataset).

Structure (ORCA input):
```
! wB97M-V def2-TZVPD RIJCOSX def2/J DEFGRID3
* xyz 1 1
C 2.06471 -1.19952 -0.18345
C 0.68531 -0.79512 -0.28061
C -0.51290 -1.63869 -0.23973
N 0.68652 -0.10934 -1.62261
H 2.81791 -0.34435 -0.05621
H 2.45160 -1.93601 -0.95429
H 2.36132 -1.82470 0.69779
H 0.48164 0.07334 0.29673
H -0.47095 -2.60373 -0.83958
H -0.54995 -2.14193 0.75249
H -1.50521 -1.11685 -0.59519
H 0.75682 -0.73479 -2.39975
H 1.60870 0.43328 -1.61526
H -0.24664 0.40632 -1.80873
H -2.50271 2.22614 2.76959
H -1.26697 1.68530 3.49415
O -1.47415 2.29885 2.76810
H -2.13226 2.84817 -0.64987
H -1.63636 2.35065 0.71508
O -1.61641 2.12298 -0.24867
*
```



<three>
# C3H14NO2

A 3-piece molecular cluster, C3H14NO2 overall (the ωB97M-V functional and the def2-TZVPD basis, the OMol25 dataset).

Structure (ORCA input):
```
! wB97M-V def2-TZVPD RIJCOSX def2/J DEFGRID3
* xyz 1 1
C -0.88983 -0.99646 -1.63701
C -0.49057 0.40884 -1.25394
N 0.23555 0.41725 0.14772
C 0.19479 1.79661 0.68261
H 0.09687 -1.53955 -1.56345
H -1.26739 -1.10882 -2.64256
H -1.59438 -1.51379 -0.93764
H -1.45784 0.91416 -1.15058
H 0.15845 1.00024 -1.95528
H -0.54914 -0.00959 0.59532
H 1.13006 -0.08701 0.40725
H -0.90070 1.96084 0.63460
H 0.57028 1.84779 1.66506
H 0.86910 2.47139 0.13756
H 3.39430 -0.35283 -0.71798
H 3.73707 -0.54828 0.73662
O 2.97939 -0.29041 0.15589
H -2.23857 -1.13320 2.93739
H -2.29331 -1.90901 1.60007
O -1.68412 -1.32819 2.15836
*
```



Which one sits at the top of the stability order? <one> does.